Computed, not measured: 5 unconnected molecules or ions with the total composition C24H25F32N4O5 at a distorted geometry, with ωB97M-V with the def2-TZVPD basis set.

The geometry in ORCA input format:
```
! wB97M-V def2-TZVPD RIJCOSX def2/J DEFGRID3
* xyz 1 1
F -8.260 5.515 -2.260
F 6.567 -6.096 -2.779
F 8.626 -3.505 0.633
F -8.145 3.518 -3.064
F 8.131 -5.794 -5.151
F 9.037 -4.054 -4.247
F -8.129 5.203 2.461
F 9.612 -9.518 -3.178
F 8.226 -8.173 -2.183
F -9.033 2.547 -0.536
F -4.966 8.520 5.995
F -6.458 1.760 -0.142
F -6.296 3.232 2.827
F -6.720 6.726 3.108
F 4.739 -0.950 1.083
F 6.850 -7.888 -4.639
F -7.997 1.098 -2.424
F 8.859 -1.409 -1.153
F -6.343 6.862 5.687
F -6.730 4.353 4.640
F 6.300 -4.205 -3.828
F 5.113 -1.933 -1.542
F 3.184 -2.447 1.365
F -6.655 -0.459 -1.715
F -4.307 7.136 3.710
F -4.664 1.329 -1.294
F 6.984 -3.390 -0.767
F -2.847 6.896 5.281
F -10.397 3.921 -1.533
F 3.100 -1.256 -1.080
F 7.033 -9.925 -3.899
F 7.001 -0.560 -0.397
O 6.713 -2.754 1.372
O 9.353 -5.993 -3.277
O -2.353 3.808 0.825
O -6.829 4.127 -1.347
O -4.189 5.214 4.867
N -1.216 -0.462 1.195
N -2.384 0.224 1.225
N -0.694 1.644 1.015
N -2.815 2.543 1.013
C 9.699 -7.271 -3.790
C 7.192 -4.947 -3.124
C -3.727 -0.307 1.355
C -4.114 6.599 4.928
C 8.795 -8.448 -3.378
C 5.385 -3.217 1.194
C 4.035 -2.210 -0.794
C -6.809 5.498 2.571
C -6.703 0.772 -2.288
C -4.608 4.612 3.657
C 8.045 -1.354 -0.078
C -2.039 1.477 1.088
C -0.245 0.404 1.090
C -5.064 7.174 5.978
C 4.354 -2.186 0.701
C 1.234 0.194 1.035
C -5.895 3.222 -1.907
C -9.192 3.827 -0.937
C -8.092 4.224 -1.922
C 7.735 -8.876 -4.393
C -6.123 4.445 3.444
C -5.959 1.769 -1.401
C 7.565 -2.759 0.281
C 8.432 -5.228 -3.968
H 7.450 -4.410 -2.209
H 1.585 -0.598 1.698
H 1.601 0.081 0.014
H 9.878 -7.245 -4.865
H 1.686 1.123 1.396
H -3.815 2.423 1.068
H -4.827 6.785 6.971
H 8.583 -0.903 0.758
H -4.011 -0.795 0.414
H -4.460 0.487 1.502
H 5.066 -3.496 2.198
H 10.672 -7.479 -3.347
H -6.381 5.515 1.563
H -4.928 3.607 -1.582
H 3.632 -3.180 -1.098
H 5.349 -4.143 0.620
H -1.096 -1.462 1.245
H -5.869 3.279 -2.995
H -4.208 3.599 3.715
H -3.818 -1.057 2.144
H -9.177 4.473 -0.056
H -4.120 5.060 2.789
H -1.646 4.005 1.461
H 8.195 -9.188 -5.334
H -6.242 0.706 -3.278
*
```

Calculated values
Gap between HOMO and LUMO (eV): 10.18
LUMO energy (eV): -2.7337
HOMO energy (eV): -12.9
Max |F| (eV/Å): 3.46